1.
A molecular structure, C17H17N6PtS2. Source: OMol25; level of theory: wB97M-V/def2-TZVPD.

```
43
Properties=species:S:1:pos:R:3
Pt -0.333 0.751 0.052
N 3.449 -0.795 1.342
C 2.274 -0.181 1.150
S 1.622 -0.260 -0.481
N 1.752 0.454 2.174
N 0.538 0.999 1.869
C -0.045 1.820 2.679
C 0.520 2.289 3.963
C 0.466 3.651 4.259
C 0.975 4.127 5.457
C 1.526 3.244 6.374
C 1.583 1.887 6.083
C 1.093 1.409 4.879
C -1.389 2.265 2.220
C -2.318 2.848 3.059
C -3.532 3.273 2.536
C -3.785 3.109 1.187
C -2.834 2.469 0.411
N -1.676 2.051 0.915
H 3.932 -1.220 0.572
H 3.933 -0.659 2.214
H 0.046 4.346 3.541
H 0.938 5.186 5.674
H 1.912 3.613 7.315
H 2.009 1.197 6.799
H 1.140 0.354 4.653
H -2.089 2.963 4.109
H -4.268 3.734 3.181
H -4.709 3.443 0.738
H -2.998 2.273 -0.638
C -1.636 0.688 -2.899
N -1.962 -0.716 -2.927
C -2.141 -1.470 -4.084
C -2.406 -2.729 -3.701
N -2.382 -2.729 -2.318
C -2.114 -1.497 -1.836
S -2.054 -1.074 -0.191
H -1.095 0.954 -3.803
H -0.984 0.867 -2.024
H -2.527 1.306 -2.796
H -2.069 -1.033 -5.064
H -2.606 -3.613 -4.278
H -2.518 -3.524 -1.717
```

Summary:
* gap between HOMO and LUMO (spin up / spin down): 6.6483 / 6.6479 eV
* E_HOMO (spin up / spin down): -10.5 / -10.5 eV
* total charge: +1
* E_LUMO (spin up / spin down): -3.8 / -3.8 eV
* energy relative to the best compared isomer or geometry (same formula, charge and spin): 1.5757 eV


2.
A single C17H17N7O3 molecule. Source: OMol25; level of theory: wB97M-V/def2-TZVPD.

```
44
Properties=species:S:1:pos:R:3
C -0.212 1.822 -5.774
O -0.374 0.395 -5.563
C -0.781 0.043 -4.346
C -0.730 -1.376 -4.177
C -1.024 -1.894 -2.915
C -1.556 -1.037 -1.940
C -1.925 -1.549 -0.641
N -2.562 -2.726 -0.186
N -2.535 -2.944 1.142
C -1.838 -2.048 1.636
C -1.518 -1.876 3.138
C -1.510 -1.055 0.578
C -0.672 0.118 0.825
N -0.807 1.361 0.369
C 0.317 2.117 0.761
C 0.504 3.560 0.601
O 1.086 4.319 1.702
C 1.159 1.348 1.586
C 2.521 1.403 2.086
O 2.982 2.494 2.284
N 3.010 0.370 2.830
C 2.252 -0.751 2.918
C 2.687 -1.829 3.912
N 1.073 -0.922 2.329
N 0.597 0.146 1.596
C -1.720 0.291 -2.273
N -1.306 0.886 -3.385
H 0.420 2.137 -4.939
H -1.235 2.452 -5.842
H 0.126 2.071 -6.735
H -0.488 -2.093 -4.986
H -0.922 -2.933 -2.809
H -3.013 -3.407 -0.887
H -2.344 -2.417 3.669
H -0.583 -2.369 3.504
H -1.499 -0.800 3.454
H 1.271 3.670 -0.272
H -0.380 4.143 0.193
H 1.900 3.950 2.098
H 3.661 0.631 3.565
H 2.222 -2.812 3.598
H 2.244 -1.744 4.952
H 3.783 -1.961 3.905
H -2.281 0.818 -1.563
```

Summary:
* gap between HOMO and LUMO: 8.0749 eV
* SMILES: COc1ccc(-c2[nH]nc(C)c2-c2nc(CO)c3c(=O)[nH]c(C)nn23)cn1
* E_HOMO: -7.9 eV
* E_LUMO: 0.2 eV
* energy relative to the best compared isomer or geometry (same formula, charge and spin): 2.8258 eV


3.
A single C17H17NO5S molecule. Source: OMol25; level of theory: wB97M-V/def2-TZVPD.

```
41
Properties=species:S:1:pos:R:3
C -0.885 3.708 -1.032
O -0.475 2.367 -0.859
C -0.793 1.731 0.286
C -1.617 2.237 1.293
C -1.895 1.479 2.413
C -1.372 0.194 2.580
C -1.643 -0.630 3.738
C -2.382 -0.307 4.809
C -2.558 -1.260 5.908
O -2.097 -2.374 5.964
O -3.319 -0.749 6.893
C -0.540 -0.301 1.568
C -0.258 0.452 0.456
S 0.862 -0.192 -0.786
O 1.947 0.733 -0.951
O 1.174 -1.548 -0.443
N -0.141 -0.208 -2.130
C 0.135 -1.255 -3.107
C 1.396 -0.975 -3.879
C 2.628 -1.350 -3.358
C 3.795 -1.025 -4.026
C 3.742 -0.323 -5.219
C 2.518 0.054 -5.743
C 1.350 -0.267 -5.073
H -0.448 4.028 -1.976
H -0.511 4.346 -0.227
H -1.975 3.787 -1.089
H -2.046 3.222 1.206
H -2.537 1.897 3.172
H -1.192 -1.614 3.731
H -2.878 0.642 4.938
H -3.417 -1.399 7.606
H -0.094 -1.281 1.638
H -0.133 0.715 -2.542
H 0.229 -2.177 -2.530
H -0.731 -1.326 -3.771
H 2.665 -1.888 -2.423
H 4.749 -1.317 -3.614
H 4.654 -0.070 -5.740
H 2.471 0.601 -6.674
H 0.394 0.030 -5.482
```

Summary:
* gap between HOMO and LUMO: 8.5111 eV
* SMILES: COc1ccc(/C=C/C(=O)O)cc1S(=O)(=O)NCc1ccccc1
* E_HOMO: -8.7 eV
* E_LUMO: -0.2 eV
* energy relative to the best compared isomer or geometry (same formula, charge and spin): 1.6563 eV


4.
A single C17H17NO5S molecule. Source: OMol25; level of theory: wB97M-V/def2-TZVPD.

```
41
Properties=species:S:1:pos:R:3
O 1.752 -1.996 -2.793
C 0.826 -2.616 -3.243
O 0.149 -2.242 -4.325
C 0.301 -3.901 -2.638
C -0.066 -3.679 -1.171
S -1.826 -3.277 -0.901
C -2.065 -1.796 -1.936
C -1.079 -0.685 -1.636
O -0.459 -0.127 -2.513
N -0.990 -0.406 -0.308
C -0.218 0.561 0.294
C -0.571 1.155 1.500
C -1.759 0.847 2.270
O -2.526 -0.026 1.862
C -2.059 1.564 3.525
C -1.723 3.023 3.727
C -0.983 1.991 4.497
O 0.379 2.063 1.886
C 1.342 2.046 0.941
C 2.506 2.799 0.938
C 3.381 2.597 -0.109
C 3.111 1.666 -1.116
C 1.954 0.921 -1.121
C 1.041 1.122 -0.084
H 0.428 -1.355 -4.609
H -0.551 -4.266 -3.212
H 1.106 -4.637 -2.693
H 0.550 -2.889 -0.739
H 0.070 -4.591 -0.591
H -2.003 -2.069 -2.990
H -3.079 -1.466 -1.708
H -1.724 -0.756 0.318
H -2.991 1.213 3.953
H -2.460 3.626 4.236
H -1.206 3.536 2.932
H -1.200 1.866 5.547
H 0.042 1.792 4.231
H 2.710 3.504 1.729
H 4.300 3.163 -0.146
H 3.833 1.527 -1.906
H 1.758 0.198 -1.895
```

Summary:
* gap between HOMO and LUMO: 8.1350 eV
* SMILES: O=C(O)CCSCC(=O)Nc1c(C(=O)C2CC2)oc2ccccc12
* E_HOMO: -8.3 eV
* E_LUMO: -0.1 eV
* energy relative to the best compared isomer or geometry (same formula, charge and spin): 0.7041 eV


5.
A single C17H17NO7S2 molecule. Source: OMol25; level of theory: wB97M-V/def2-TZVPD.

```
44
Properties=species:S:1:pos:R:3
C 4.778 2.321 0.021
C 3.503 1.509 0.091
S 3.948 -0.234 -0.233
O 4.835 -0.677 0.811
O 4.413 -0.342 -1.589
C 2.394 -1.124 -0.068
C 2.272 -2.141 0.861
C 1.072 -2.817 0.962
C -0.007 -2.460 0.160
C 0.121 -1.418 -0.775
C 1.346 -0.770 -0.891
N -0.958 -1.077 -1.593
S -1.310 0.531 -1.987
O -2.472 0.472 -2.821
O -0.124 1.149 -2.490
C -1.751 1.318 -0.441
C -3.077 1.637 -0.219
C -3.436 2.226 0.983
C -2.469 2.483 1.942
C -1.142 2.165 1.701
C -0.775 1.582 0.500
C -2.028 -2.037 -1.644
C -2.312 -2.601 -0.238
C -2.813 -1.485 0.671
O -2.143 -0.911 1.484
O -4.095 -1.210 0.440
O -1.155 -3.189 0.299
H 5.486 1.948 0.758
H 5.221 2.210 -0.966
H 4.587 3.376 0.209
H 3.051 1.528 1.079
H 2.787 1.802 -0.672
H 3.119 -2.387 1.479
H 0.936 -3.624 1.664
H 1.470 -0.007 -1.640
H -3.798 1.424 -0.993
H -4.468 2.486 1.169
H -2.751 2.935 2.881
H -0.393 2.368 2.451
H 0.250 1.328 0.287
H -1.731 -2.872 -2.290
H -2.903 -1.546 -2.068
H -3.071 -3.388 -0.290
H -4.403 -0.483 1.007
```

Summary:
* gap between HOMO and LUMO: 9.1878 eV
* SMILES: CCS(=O)(=O)c1ccc2c(c1)N(S(=O)(=O)c1ccccc1)C[C@H](C(=O)O)O2
* E_HOMO: -9.0 eV
* E_LUMO: 0.2 eV


6.
A molecular structure, C17H18AgBrO4PS2. Source: OMol25; level of theory: wB97M-V/def2-TZVPD.

```
44
Properties=species:S:1:pos:R:3
C -1.295 -4.192 1.722
C -0.843 -3.282 0.575
S -2.244 -2.658 -0.292
C -1.635 -1.637 -1.648
C -0.254 -1.049 -1.492
C 0.848 -1.768 -1.975
Br 0.634 -3.444 -2.810
C 2.135 -1.260 -1.905
C 2.329 -0.014 -1.340
C 1.253 0.729 -0.823
C -0.061 0.228 -0.909
C -1.262 1.000 -0.420
C -1.590 0.759 1.063
C -3.055 1.187 1.340
C -3.897 -0.025 1.028
O -4.057 -0.423 -0.098
O -4.315 -0.769 2.071
C 1.555 2.048 -0.207
O 0.762 2.716 0.422
C 2.946 2.591 -0.342
P 3.142 4.310 0.172
S 2.570 5.568 -1.146
C 3.965 1.877 -0.832
C 3.736 0.501 -1.342
O 4.656 -0.152 -1.760
H -0.413 -4.690 2.120
H -1.755 -3.618 2.524
H -1.989 -4.954 1.371
H -0.250 -2.439 0.949
H -0.191 -3.821 -0.122
H -2.429 -0.897 -1.720
H -1.705 -2.286 -2.527
H 2.970 -1.818 -2.305
H -2.123 0.722 -1.019
H -1.131 2.067 -0.584
H -1.477 -0.295 1.336
H -0.919 1.368 1.667
H -3.320 1.972 0.630
H -3.209 1.598 2.336
H -4.572 -0.200 2.810
H 2.504 4.403 1.447
H 4.560 4.349 0.498
H 4.974 2.271 -0.899
Ag 4.451 3.426 2.434
```

Summary:
* gap between HOMO and LUMO (spin up / spin down): 6.2401 / 5.5801 eV
* 2S+1: 2
* E_HOMO (spin up / spin down): -14.8 / -14.8 eV
* total charge: +2
* E_LUMO (spin up / spin down): -8.6 / -9.2 eV


7.
A molecular structure, C17H18BN7O2S2Sn. Source: OMol25; level of theory: wB97M-V/def2-TZVPD.

```
48
Properties=species:S:1:pos:R:3
C -2.789 -0.930 -1.296
N -1.447 -0.800 -1.233
N -0.960 -0.953 -2.508
C -1.984 -1.140 -3.363
C -3.167 -1.131 -2.632
B 0.567 -0.976 -2.797
N 1.182 0.400 -2.372
N 1.000 0.882 -1.108
C 1.687 2.036 -0.968
C 2.339 2.284 -2.182
C 1.994 1.238 -3.038
Sn -0.195 0.003 0.503
N 1.171 -2.011 -1.799
N 0.962 -1.896 -0.456
C 1.604 -2.912 0.146
C 2.246 -3.693 -0.833
C 1.945 -3.088 -2.056
H 1.598 -3.055 1.211
H 2.206 -3.333 -3.079
H 2.845 -4.573 -0.679
H 0.820 -1.235 -3.935
H 2.267 1.032 -4.058
H -1.786 -1.276 -4.415
H 2.976 3.110 -2.385
H -4.163 -1.254 -3.016
H 1.682 2.598 -0.049
H -3.414 -0.867 -0.419
H 1.420 1.162 2.441
C 1.039 2.160 2.690
H 1.884 2.857 2.814
H 0.371 2.509 1.889
H 0.482 2.130 3.637
O -0.930 -1.805 3.872
S -2.179 -1.287 3.378
O -3.266 -2.190 3.051
N -1.863 -0.324 2.005
C -2.255 0.966 2.128
S -1.853 1.972 0.808
C -2.681 1.293 3.463
C -2.825 2.564 4.039
C -2.998 2.664 5.419
C -3.055 1.507 6.214
C -2.908 0.238 5.643
C -2.693 0.150 4.277
H -2.794 3.431 3.377
H -3.096 3.645 5.888
H -3.218 1.592 7.287
H -2.974 -0.678 6.222
```

Summary:
* gap between HOMO and LUMO (spin up / spin down): 3.6758 / 3.5705 eV
* E_HOMO (spin up / spin down): -20.8 / -20.8 eV
* total charge: +4
* E_LUMO (spin up / spin down): -17.2 / -17.3 eV
* energy relative to the best compared isomer or geometry (same formula, charge and spin): 0.0000 eV


8.
A molecular structure, C17H18BN7O3SW. Source: OMol25; level of theory: wB97M-V/def2-TZVPD.

```
48
Properties=species:S:1:pos:R:3
H -3.467 0.064 -0.367
N -1.799 1.391 -0.354
B -0.307 3.415 -0.968
N -1.674 2.778 -0.595
C -2.892 3.302 -0.740
W -0.051 0.418 -0.244
H -2.959 4.363 -0.933
C -3.838 2.279 -0.660
H -4.891 2.377 -0.825
C -3.142 1.095 -0.421
H -0.435 4.572 -1.277
C 2.113 -1.842 -1.429
H 2.694 -2.450 -0.712
H 1.711 -0.897 -0.886
H 2.800 -1.517 -2.219
N 0.265 2.573 -2.158
N 0.577 3.202 0.263
N 0.413 1.179 -2.097
N 0.809 1.912 0.770
C 0.579 2.982 -3.392
C 1.388 4.070 0.861
H 0.552 4.045 -3.613
H 1.350 5.092 0.519
C 0.915 1.878 -4.170
C 2.193 3.384 1.770
C 0.816 0.759 -3.340
C 1.832 2.034 1.691
H 1.183 1.893 -5.215
H 2.970 3.823 2.360
H 0.985 -0.290 -3.547
H 2.241 1.132 2.125
H 1.330 -2.464 -1.883
O 2.089 -1.310 1.658
C 0.946 -1.782 1.596
N -0.102 -1.192 0.871
S -1.657 -1.986 0.903
O -2.562 -1.147 1.639
O -1.988 -2.414 -0.437
C -0.892 -3.298 1.792
C -1.469 -4.550 1.986
C -0.686 -5.531 2.618
C 0.640 -5.270 3.016
C 1.184 -4.003 2.808
C 0.416 -3.020 2.176
H -2.484 -4.745 1.627
H -1.102 -6.525 2.778
H 1.231 -6.052 3.507
H 2.177 -3.728 3.151
```

Summary:
* gap between HOMO and LUMO (spin up / spin down): 6.8162 / 7.4176 eV
* 2S+1: 3
* E_HOMO (spin up / spin down): -15.2 / -15.4 eV
* total charge: +2
* E_LUMO (spin up / spin down): -8.4 / -8.0 eV
* energy relative to the best compared isomer or geometry (same formula, charge and spin): 0.0000 eV


9.
A molecular structure, C17H18BN7O4Zr. Source: OMol25; level of theory: wB97M-V/def2-TZVPD.

```
48
Properties=species:S:1:pos:R:3
H 0.741 -1.812 -2.667
N 1.172 -0.018 -1.605
B 1.371 2.461 -0.924
N 1.388 1.306 -1.982
C 1.352 1.358 -3.310
Zr 0.353 -0.225 1.122
H 1.538 2.299 -3.814
C 1.113 0.081 -3.823
H 1.034 -0.182 -4.859
C 0.999 -0.772 -2.743
H 1.754 3.496 -1.389
C -0.408 -0.084 3.124
H -0.516 -1.102 3.533
H -1.352 0.462 3.254
H 0.367 0.431 3.716
N 2.271 2.021 0.275
N -0.080 2.641 -0.362
N 2.032 0.817 0.964
N -0.646 1.594 0.336
C 3.334 2.630 0.797
C -0.964 3.649 -0.452
H 3.637 3.587 0.389
H -0.694 4.559 -0.975
C 3.859 1.838 1.824
C -2.138 3.268 0.202
C 3.043 0.711 1.913
C -1.912 1.972 0.678
H 4.741 2.056 2.402
H -3.047 3.833 0.312
H 3.103 -0.169 2.545
H -2.558 1.302 1.226
H 1.824 -0.413 -0.930
O 0.185 -2.259 0.346
C -1.115 -2.193 0.261
O -1.655 -1.047 0.421
C -1.986 -3.388 0.099
C -3.342 -3.268 0.445
C -4.164 -4.384 0.444
C -3.626 -5.632 0.075
C -2.283 -5.738 -0.352
C -1.463 -4.619 -0.314
N -4.407 -6.809 0.287
O -5.569 -6.692 0.744
O -3.907 -7.926 0.022
H -3.754 -2.305 0.733
H -5.207 -4.328 0.746
H -1.908 -6.709 -0.669
H -0.417 -4.687 -0.602
```

Summary:
* gap between HOMO and LUMO: 7.4747 eV
* E_HOMO: -14.9 eV
* total charge: +2
* E_LUMO: -7.4 eV
* energy relative to the best compared isomer or geometry (same formula, charge and spin): 1.4037 eV


10.
7 unconnected molecules or ions with the total composition C17H18Cl10O8. Source: OMol25; level of theory: wB97M-V/def2-TZVPD.

```
53
Properties=species:S:1:pos:R:3
O -6.286 -4.509 0.145
C -5.293 -3.755 0.379
C -4.752 -2.726 -0.479
C -3.744 -1.992 -0.059
O -3.222 -1.085 -0.900
C -3.047 -2.100 1.223
O -2.255 -1.278 1.657
C -3.498 -3.217 2.013
C -4.504 -4.054 1.613
O -5.014 -4.978 2.397
H -5.187 -2.646 -1.465
H -2.352 -0.815 -0.599
H -3.069 -3.372 2.991
H -5.914 -5.152 2.112
O 2.615 -0.304 -1.059
C 1.879 0.426 -0.468
C 2.403 1.616 0.144
C 1.712 2.425 1.027
O 2.245 3.533 1.727
C 0.283 2.212 1.462
O -0.312 2.848 2.386
C -0.296 1.067 0.644
C 0.376 0.251 -0.230
O -0.198 -0.727 -0.991
H 3.419 1.926 -0.052
H 1.596 3.850 2.360
H -1.353 0.869 0.746
H 0.477 -0.970 -1.629
Cl -0.146 -2.812 -3.184
C -1.178 -4.011 -3.829
Cl -0.326 -5.497 -4.178
H -1.976 -4.243 -3.123
H -1.638 -3.654 -4.751
Cl 1.161 5.978 4.156
C 2.669 6.930 4.321
Cl 3.220 7.536 2.682
H 2.460 7.753 5.005
H 3.389 6.214 4.718
Cl 7.030 4.688 0.299
C 5.368 5.330 0.651
Cl 4.308 5.474 -0.774
H 4.933 4.654 1.387
H 5.396 6.358 1.013
Cl 1.500 -4.697 0.588
C -0.076 -4.104 1.063
Cl -1.286 -5.027 0.043
H -0.172 -4.171 2.147
H -0.222 -3.051 0.822
Cl 0.908 0.756 -3.740
C 1.735 0.541 -5.343
Cl 3.243 1.515 -5.548
H 1.987 -0.518 -5.389
H 1.007 0.715 -6.134
```

Summary:
* gap between HOMO and LUMO: 7.8070 eV
* SMILES: O=C1C=C(O)C(=O)C=C1O.O=C1C=C(O)C(=O)C=C1O.ClCCl.ClCCl.ClCCl.ClCCl.ClCCl
* E_HOMO: -9.7 eV
* E_LUMO: -1.9 eV
* energy relative to the best compared isomer or geometry (same formula, charge and spin): 0.0000 eV


11.
A single C17H18ClNO3 molecule. Source: OMol25; level of theory: wB97M-V/def2-TZVPD.

```
40
Properties=species:S:1:pos:R:3
C 5.020 1.244 0.761
O 3.829 1.371 0.026
C 3.057 0.254 -0.174
C 3.411 -1.012 0.275
C 2.608 -2.117 0.045
C 1.431 -1.991 -0.673
C 0.468 -3.133 -0.828
C -0.520 -3.132 0.359
N -1.089 -1.820 0.536
C -2.347 -1.500 0.174
O -3.199 -2.328 -0.088
C -2.628 -0.027 0.050
C -3.611 0.301 -0.885
C -3.943 1.611 -1.165
C -3.293 2.637 -0.501
C -2.333 2.340 0.448
C -2.003 1.021 0.722
Cl -0.822 0.770 1.972
C 1.080 -0.729 -1.135
C 1.851 0.400 -0.886
O 1.336 1.557 -1.395
C 1.682 2.800 -0.824
H 5.731 0.574 0.266
H 4.832 0.890 1.780
H 5.443 2.247 0.803
H 4.330 -1.149 0.822
H 2.911 -3.079 0.428
H -0.095 -3.022 -1.755
H 0.995 -4.087 -0.847
H 0.005 -3.416 1.276
H -1.340 -3.828 0.178
H -0.413 -1.079 0.654
H -4.108 -0.518 -1.385
H -4.704 1.831 -1.899
H -3.536 3.667 -0.711
H -1.832 3.131 0.985
H 0.174 -0.584 -1.706
H 1.591 2.777 0.265
H 2.694 3.106 -1.094
H 0.963 3.511 -1.233
```

Summary:
* gap between HOMO and LUMO: 8.8488 eV
* SMILES: COc1ccc(CCNC(=O)c2ccccc2Cl)cc1OC
* E_HOMO: -8.2 eV
* E_LUMO: 0.6 eV
* energy relative to the best compared isomer or geometry (same formula, charge and spin): 1.2220 eV


Computed values of max |F| (unit: eV/A) for the preceding records, in sequence: 1.44; 6.46; 0.86; 1.56; 1.21; 1.49; 3.99; 2.64; 5.97; 4.68; 0.51.
Computed values of DFT total energy (unit: eV) for the preceding records, in sequence: -51757.986; -34474.539; -40467.055; -40468.008; -55397.407; -131093.454; -60576.166; -47815.895; -38483.418; -159522.303; -38075.979.